*A*
Entry from the Open Molecules 2025 dataset: a cluster of 2 separate species, C3H10OS2 in total (ωB97M-V/def2-TZVPD).

Cartesian coordinates (Å):
1 C -1.234 -0.684 0.704
2 C -1.134 0.832 0.253
3 C -0.368 1.040 -1.032
4 S 1.325 0.352 -0.956
5 S 2.571 2.041 -0.750
6 H -0.503 -0.979 1.446
7 H -2.192 -0.976 1.139
8 H -1.152 -1.208 -0.257
9 H -0.554 1.334 1.031
10 H -2.200 0.995 0.109
11 H -0.367 2.090 -1.334
12 H -0.813 0.529 -1.886
13 H 1.839 2.847 0.037
14 O 1.312 -3.021 0.538
15 H 2.228 -3.139 0.358
16 H 1.243 -2.052 0.599

Values from the calculation:
- SMILES string = CCCSS.O
- frontier orbital gap (eV) = 9.0
- E_HOMO (hartree) = -0.318
- M (g/mol) = 126.2
- charge = 0

The molecule's natural (NBO) atomic charges, reported in e, are given here:
1. C -0.61
2. C -0.43
3. C -0.52
4. S 0.07
5. S -0.14
6. H 0.21
7. H 0.21
8. H 0.20
9. H 0.21
10. H 0.22
11. H 0.24
12. H 0.22
13. H 0.13
14. O -0.94
15. H 0.46
16. H 0.47

*B*
Entry from the Open Molecules 2025 dataset: a cluster of 2 separate species, C3H10OS2 in total (ωB97M-V/def2-TZVPD).

Cartesian coordinates (Å):
1 C 1.172 -1.684 -0.877
2 C -0.033 -0.845 -1.249
3 O -1.087 -1.145 -0.336
4 H 1.414 -1.513 0.171
5 H 2.039 -1.420 -1.474
6 H 0.974 -2.745 -1.008
7 H 0.263 0.208 -1.185
8 H -0.364 -1.083 -2.258
9 H -1.721 -0.421 -0.336
10 C 0.216 1.110 1.909
11 S 0.157 2.416 0.678
12 S -1.836 2.699 0.324
13 H 0.031 1.477 2.911
14 H -0.480 0.315 1.672
15 H 1.231 0.714 1.822
16 H -1.976 1.916 -0.764

Values from the calculation:
- SMILES string = CCO.CSS
- frontier orbital gap (eV) = 9.7
- E_HOMO (hartree) = -0.340
- M (g/mol) = 126.2
- charge = 0

The molecule's natural (NBO) atomic charges, reported in e, are given here:
1. C -0.62
2. C -0.07
3. O -0.73
4. H 0.21
5. H 0.21
6. H 0.21
7. H 0.17
8. H 0.16
9. H 0.47
10. C -0.76
11. S 0.09
12. S -0.13
13. H 0.22
14. H 0.24
15. H 0.23
16. H 0.11

*C*
Entry from the Open Molecules 2025 dataset: a cluster of 2 separate species, C3H10OS2 in total (ωB97M-V/def2-TZVPD).

Cartesian coordinates (Å):
1 C -1.555 1.314 0.514
2 C -2.403 1.343 -0.763
3 O -1.727 1.926 -1.894
4 H -1.222 0.274 0.717
5 H -2.204 1.481 1.383
6 H -0.721 2.007 0.430
7 H -2.729 0.343 -1.017
8 H -3.306 1.964 -0.675
9 H -1.711 2.880 -1.766
10 C 3.151 -2.427 -0.048
11 S 1.971 -0.962 -0.303
12 S 1.836 -0.619 1.769
13 H 2.513 -3.333 -0.169
14 H 3.957 -2.410 -0.811
15 H 3.498 -2.518 0.980
16 H 0.651 -1.264 1.654

Values from the calculation:
- SMILES string = CCO.CSS
- frontier orbital gap (eV) = 9.3
- E_HOMO (hartree) = -0.328
- M (g/mol) = 126.2
- charge = 0

The molecule's natural (NBO) atomic charges, reported in e, are given here:
1. C -0.65
2. C -0.06
3. O -0.72
4. H 0.20
5. H 0.21
6. H 0.22
7. H 0.18
8. H 0.16
9. H 0.46
10. C -0.72
11. S 0.05
12. S -0.14
13. H 0.21
14. H 0.22
15. H 0.23
16. H 0.14

*D*
Entry from the Open Molecules 2025 dataset: a cluster of 2 separate species, C3H10OS2 in total (ωB97M-V/def2-TZVPD).

Cartesian coordinates (Å):
1 C 1.798 0.271 -1.929
2 C 0.665 -0.538 -1.233
3 C -0.700 -0.023 -1.625
4 S -1.952 -1.062 -0.820
5 S -3.660 0.080 -0.650
6 H 2.262 -0.374 -2.647
7 H 2.569 0.603 -1.270
8 H 1.390 1.092 -2.521
9 H 0.786 -1.566 -1.584
10 H 0.754 -0.585 -0.150
11 H -0.827 0.995 -1.265
12 H -0.832 -0.067 -2.694
13 H -3.287 1.029 -1.519
14 O 0.277 0.365 6.416
15 H 0.565 -0.500 6.116
16 H 0.192 0.280 7.375

Values from the calculation:
- SMILES string = CCCSS.O
- frontier orbital gap (eV) = 8.7
- E_HOMO (hartree) = -0.294
- M (g/mol) = 126.2
- charge = 0

The molecule's natural (NBO) atomic charges, reported in e, are given here:
1. C -0.61
2. C -0.42
3. C -0.51
4. S 0.07
5. S -0.14
6. H 0.21
7. H 0.22
8. H 0.20
9. H 0.20
10. H 0.22
11. H 0.22
12. H 0.21
13. H 0.13
14. O -0.94
15. H 0.47
16. H 0.47

Most stable: *B*